No. 1
Computed, not measured: a molecular structure, C44H28N4O4SeSr, with the ωB97M-V functional and the def2-TZVPD basis.

relative energy (zero: lowest compared OMol25 entry of this formula, charge and spin)	0.00	kJ/mol
frontier orbital gap (spin up / spin down)	5.551 / 5.550	eV
total charge	-2
HOMO (spin up / spin down)	-0.064 / -0.064	hartree
maximum force	0.72	eV Å⁻¹

XYZ file:
```
82
Properties=species:S:1:pos:R:3:mulliken_charge:R:1
Sr 0.024 0.363 -0.542 2.29
C -2.818 5.672 4.382 -0.31
C -2.215 5.777 3.136 -0.81
C -1.749 4.641 2.489 0.16
C -1.882 3.383 3.075 -0.82
C -2.493 3.288 4.322 -0.01
C -2.956 4.424 4.972 -0.75
C -1.363 2.180 2.352 1.09
C 0.026 1.946 2.495 0.36
C 0.896 2.612 3.448 -1.14
C 2.129 2.064 3.301 -1.26
C 2.029 1.073 2.243 0.05
C 3.069 0.233 1.784 1.61
C 4.417 0.489 2.368 -0.28
C 5.068 -0.485 3.125 -0.20
C 6.317 -0.246 3.677 -0.75
C 6.945 0.977 3.483 -0.35
C 6.310 1.955 2.730 -0.81
C 5.060 1.712 2.179 -0.13
C 2.978 -0.821 0.852 0.10
N 1.839 -1.240 0.257 -0.61
C 2.139 -2.203 -0.638 0.08
C 1.223 -2.847 -1.503 1.82
C 1.848 -3.628 -2.614 -0.91
C 2.060 -2.987 -3.835 0.15
C 2.647 -3.670 -4.890 -0.81
C 3.031 -4.996 -4.739 -0.38
C 2.822 -5.639 -3.527 -0.69
C 2.232 -4.957 -2.470 0.02
C -0.173 -2.720 -1.560 -0.08
C -1.036 -3.301 -2.584 -0.99
C -2.267 -2.776 -2.402 -1.10
C -2.172 -1.867 -1.261 0.36
N -0.927 -1.940 -0.754 -0.67
C -3.183 -0.972 -0.850 1.57
C -3.123 0.026 0.148 0.00
C -4.180 0.996 0.433 -1.10
C -3.677 1.868 1.336 -1.07
C -2.299 1.463 1.592 0.27
N -2.049 0.325 0.905 -0.76
C -4.396 -0.932 -1.724 -0.52
C -5.625 -1.438 -1.310 -0.09
C -6.734 -1.366 -2.143 -0.65
C -6.621 -0.789 -3.400 -0.38
C -5.396 -0.283 -3.818 -0.80
C -4.285 -0.350 -2.988 0.03
C 3.575 -2.437 -0.610 -1.13
C 4.091 -1.594 0.318 -1.17
N 0.753 1.052 1.794 -0.31
H -3.181 6.559 4.889 0.35
H -2.107 6.746 2.665 0.38
H -1.282 4.714 1.515 0.57
H -2.601 2.311 4.777 0.46
H -3.428 4.335 5.944 0.36
H 0.607 3.374 4.157 0.44
H 3.011 2.299 3.877 0.44
H 4.575 -1.437 3.280 0.46
H 6.803 -1.016 4.266 0.36
H 7.921 1.165 3.913 0.36
H 6.794 2.910 2.565 0.36
H 4.568 2.471 1.584 0.51
H 1.757 -1.949 -3.936 0.62
H 2.806 -3.163 -5.834 0.40
H 3.491 -5.528 -5.563 0.34
H 3.118 -6.675 -3.403 0.36
H 2.065 -5.454 -1.522 0.42
H -0.728 -3.981 -3.362 0.45
H -3.144 -2.953 -3.003 0.43
H -5.158 1.022 -0.021 0.39
H -4.174 2.733 1.748 0.43
H -5.707 -1.887 -0.326 0.41
H -7.686 -1.764 -1.810 0.36
H -7.485 -0.731 -4.052 0.34
H -5.299 0.174 -4.794 0.44
H -3.327 0.055 -3.313 0.60
H 4.119 -3.140 -1.221 0.40
H 5.132 -1.491 0.585 0.45
O -0.921 2.225 -1.950 -0.77
Se -0.276 1.679 -3.379 1.07
O -1.404 0.808 -4.158 -0.82
O 0.934 0.662 -2.877 -0.74
O 0.302 2.892 -4.272 -0.74
```

---

No. 2
Computed, not measured: C24H26N4O5S in the gas phase in a non-equilibrium geometry, with the ωB97M-V functional and the def2-TZVPD basis.

relative energy (zero: lowest compared OMol25 entry of this formula, charge and spin)	208.53	kJ/mol
frontier orbital gap	8.045	eV
HOMO	-0.286	hartree
maximum force	1.59	eV Å⁻¹

XYZ file:
```
60
Properties=species:S:1:pos:R:3:nbo_charge:R:1
C 9.387 3.931 -0.139 -0.62
C 8.582 2.714 -0.568 -0.06
O 7.448 2.632 0.271 -0.50
C 6.572 1.606 0.093 0.28
C 6.681 0.610 -0.870 -0.25
C 5.726 -0.387 -0.961 -0.21
C 4.641 -0.422 -0.090 0.12
C 4.535 0.579 0.877 -0.22
C 5.483 1.575 0.964 -0.25
H 5.401 2.348 1.711 0.22
H 3.715 0.587 1.577 0.21
N 3.667 -1.430 -0.179 -0.43
C 3.805 -2.637 -0.799 0.69
O 4.772 -3.037 -1.402 -0.61
C 2.519 -3.420 -0.590 -0.49
C 1.507 -2.393 -0.097 -0.34
C 0.575 -2.954 0.949 0.71
O 0.739 -3.998 1.529 -0.57
N -0.527 -2.183 1.279 -0.63
C -0.966 -0.995 0.778 0.24
N -0.434 -0.313 -0.179 -0.34
N -1.082 0.812 -0.454 -0.25
C -2.109 1.038 0.273 0.08
C -2.998 2.220 0.163 -0.47
C -4.441 1.786 0.115 -0.03
C -5.294 2.006 1.176 -0.22
C -6.610 1.565 1.124 -0.29
C -7.086 0.892 0.013 0.25
C -6.214 0.656 -1.076 0.35
C -4.908 1.105 -1.009 -0.32
H -4.226 0.935 -1.828 0.22
O -6.759 -0.014 -2.126 -0.49
C -5.951 -0.275 -3.246 -0.25
H -5.092 -0.904 -2.987 0.18
H -6.588 -0.810 -3.948 0.20
H -5.595 0.650 -3.712 0.18
O -8.352 0.420 -0.139 -0.48
C -9.273 0.632 0.902 -0.25
H -9.431 1.700 1.089 0.18
H -8.954 0.145 1.829 0.17
H -10.206 0.184 0.563 0.20
H -7.255 1.756 1.966 0.22
H -4.946 2.526 2.056 0.21
H -2.837 2.871 1.026 0.23
H -2.716 2.764 -0.741 0.25
S -2.408 -0.235 1.459 0.31
H -1.101 -2.592 2.009 0.42
H 0.920 -1.978 -0.918 0.26
C 2.396 -1.284 0.501 -0.20
H 2.521 -1.433 1.582 0.19
H 1.971 -0.295 0.317 0.23
H 2.694 -4.183 0.173 0.26
H 2.223 -3.923 -1.508 0.24
H 5.832 -1.152 -1.710 0.25
H 7.505 0.595 -1.565 0.21
H 8.269 2.817 -1.617 0.17
H 9.191 1.804 -0.472 0.17
H 8.780 4.828 -0.231 0.21
H 9.692 3.826 0.899 0.21
H 10.270 4.031 -0.763 0.21
```

---

No. 3
Computed, not measured: a gas-phase ion, C7H11Cl2N2 (charge +1) in a non-equilibrium geometry, with the ωB97M-V functional and the def2-TZVPD basis.

relative energy (zero: lowest compared OMol25 entry of this formula, charge and spin)	174.96	kJ/mol
frontier orbital gap (spin up / spin down)	8.525 / 8.524	eV
total charge	+1
HOMO (spin up / spin down)	-0.490 / -0.490	hartree
maximum force	4.56	eV Å⁻¹

XYZ file:
```
22
Properties=species:S:1:pos:R:3:nbo_charge:R:1
C -0.495 -0.597 0.286 0.44
C 2.241 -0.690 0.577 -0.41
C -2.049 1.384 -0.728 -0.52
C 1.586 0.600 -0.085 -0.22
C -0.655 1.736 -0.128 -0.20
C 1.524 -1.990 0.141 -0.23
C -2.726 0.288 0.067 0.02
N 0.137 0.538 -0.023 -0.45
N 0.119 -1.778 0.322 -0.58
Cl -3.194 0.643 1.607 0.20
Cl -3.561 -0.982 -0.744 0.16
H 3.267 -0.641 0.190 0.24
H 2.312 -0.747 1.588 0.22
H -2.801 2.299 -0.707 0.29
H -1.710 0.878 -1.719 0.26
H 2.083 1.397 0.306 0.23
H 1.854 0.480 -1.111 0.21
H -0.164 2.483 -0.942 0.24
H -0.723 2.295 0.866 0.22
H 1.743 -2.276 -0.859 0.21
H 1.776 -2.792 0.818 0.23
H -0.567 -2.527 0.278 0.43
```

---

No. 4
Computed, not measured: a molecular structure, C11H14Cl2CoN2O6SeSi, with the ωB97M-V functional and the def2-TZVPD basis.

relative energy (zero: lowest compared OMol25 entry of this formula, charge and spin)	0.00	kJ/mol
frontier orbital gap (spin up / spin down)	5.415 / 5.485	eV
total charge	-2
spin multiplicity	2
HOMO (spin up / spin down)	-0.043 / -0.046	hartree
maximum force	0.62	eV Å⁻¹
expectation value of S²	0.78

XYZ file:
```
38
Properties=species:S:1:pos:R:3:nbo_charge:R:1
Co -0.786 0.383 -0.038 1.19
O 0.759 1.922 -3.461 -0.71
C 0.396 1.519 -2.353 0.75
O -0.706 0.989 -2.015 -0.74
C 1.360 1.705 -1.178 0.13
C 2.696 2.062 -1.237 -0.23
C 3.409 2.126 -0.045 -0.18
C 2.788 1.853 1.168 -0.23
C 1.450 1.500 1.148 0.13
N 0.796 1.448 -0.005 -0.45
C 0.584 1.085 2.340 0.75
O 1.012 1.321 3.472 -0.71
O -0.518 0.556 1.995 -0.74
H 3.141 2.258 -2.202 0.23
H 4.464 2.377 -0.064 0.19
H 3.307 1.885 2.116 0.23
Cl 0.625 6.416 0.149 -0.08
C -1.039 5.780 -0.082 -0.40
Cl -1.165 4.047 0.102 0.06
H -1.337 6.058 -1.087 0.21
H -1.659 6.271 0.659 0.21
C -1.406 -3.413 1.581 -1.14
Si -0.469 -3.457 -0.052 1.44
C 0.546 -5.061 -0.051 -1.12
C -1.770 -3.672 -1.405 -1.13
Se 0.829 -1.704 -0.355 -0.91
H -1.982 -4.331 1.749 0.20
H -2.086 -2.561 1.577 0.26
H -0.709 -3.274 2.411 0.23
H -0.088 -5.947 0.061 0.20
H 1.273 -5.046 0.765 0.22
H 1.101 -5.146 -0.988 0.22
H -2.237 -4.663 -1.356 0.20
H -1.315 -3.546 -2.390 0.23
H -2.544 -2.911 -1.296 0.25
O -2.488 -0.589 -0.032 -0.55
N -3.360 0.314 0.154 0.31
O -2.873 1.445 0.244 -0.51
```

---

No. 5
Computed, not measured: 2 unconnected molecules or ions with the total composition C5H9PS3 in a non-equilibrium geometry, with the ωB97M-V functional and the def2-TZVPD basis.

relative energy (zero: lowest compared OMol25 entry of this formula, charge and spin)	82.03	kJ/mol
frontier orbital gap (spin up / spin down)	6.683 / 6.442	eV
spin multiplicity	3
HOMO (spin up / spin down)	-0.232 / -0.327	hartree
maximum force	7.70	eV Å⁻¹
expectation value of S²	2.04

XYZ file:
```
18
Properties=species:S:1:pos:R:3:nbo_charge:R:1
C 1.687 1.810 0.073 -0.35
C 0.783 1.601 -0.919 -0.28
C -0.437 -1.748 1.134 -0.52
C -1.319 -2.470 0.079 -0.50
C -0.556 2.165 -0.954 -0.38
P -2.148 0.505 0.062 0.59
S -3.790 1.636 0.030 -0.38
S -1.381 -0.335 1.892 -0.05
S -2.328 -1.323 -1.041 -0.07
H 2.694 1.428 0.200 0.20
H 1.289 2.384 0.948 0.18
H 1.111 1.041 -1.814 0.21
H -0.134 -2.373 1.995 0.25
H 0.480 -1.347 0.820 0.23
H -0.883 -3.090 -0.777 0.25
H -2.092 -3.002 0.586 0.22
H -1.024 1.989 -1.997 0.21
H -0.998 2.827 -0.354 0.19
```

---

No. 6
Computed, not measured: 4 unconnected molecules or ions with the total composition C19H47ClNO13P4 in a non-equilibrium geometry, with the ωB97M-V functional and the def2-TZVPD basis.

frontier orbital gap	7.037	eV
total charge	+1
HOMO	-0.415	hartree
maximum force	6.20	eV Å⁻¹

XYZ file:
```
85
Properties=species:S:1:pos:R:3:mulliken_charge:R:1
O -2.309 1.683 -1.774 -0.19
C -1.174 1.652 -1.807 0.73
N 0.070 1.642 -1.866 -0.36
P 0.835 2.952 -2.475 0.36
Cl 1.642 2.489 -4.177 0.09
H 1.827 3.307 -1.566 0.19
H -0.024 4.035 -2.678 0.21
O 4.529 1.836 -7.239 -0.71
P 4.783 2.123 -8.664 1.03
O 5.622 3.486 -8.788 -0.31
C 6.838 3.645 -8.052 -0.31
C 7.980 2.859 -8.664 -0.94
O 3.362 2.637 -9.248 -0.39
C 2.194 2.597 -8.446 -0.27
C 1.995 3.911 -7.716 -1.01
O 5.162 1.432 -10.053 -0.32
C 5.884 0.183 -10.143 -0.25
C 5.534 -0.800 -9.046 -1.09
H 6.687 3.359 -7.008 0.26
H 7.068 4.710 -8.070 0.34
H 7.823 1.783 -8.539 0.19
H 8.925 3.115 -8.185 0.41
H 8.058 3.063 -9.732 0.27
H 2.233 1.759 -7.748 0.27
H 1.353 2.413 -9.115 0.33
H 2.900 4.212 -7.186 0.27
H 1.175 3.830 -6.996 0.29
H 1.755 4.710 -8.418 0.31
H 6.957 0.388 -10.153 0.26
H 5.635 -0.241 -11.114 0.32
H 5.846 -0.429 -8.066 0.33
H 6.034 -1.752 -9.217 0.40
H 4.457 -0.969 -9.009 0.31
O -4.270 -2.555 0.581 -0.83
P -3.250 -2.552 1.643 0.85
O -3.934 -2.517 3.089 -0.24
C -4.886 -3.507 3.499 -0.39
C -4.219 -4.827 3.829 -1.11
O -2.702 -1.006 1.568 -0.48
C -3.099 -0.127 0.529 0.09
C -4.309 0.694 0.932 -1.17
O -1.806 -2.965 2.239 -0.04
C -1.154 -4.218 1.944 -0.33
C -1.371 -4.685 0.520 -1.23
H -5.650 -3.639 2.729 0.32
H -5.378 -3.110 4.386 0.41
H -3.828 -5.304 2.924 0.28
H -4.931 -5.514 4.285 0.43
H -3.385 -4.676 4.516 0.24
H -3.284 -0.675 -0.396 0.40
H -2.252 0.538 0.349 -0.07
H -5.109 0.057 1.304 0.27
H -4.688 1.271 0.087 0.38
H -4.047 1.387 1.733 0.31
H -1.487 -4.976 2.656 0.32
H -0.091 -4.061 2.124 0.33
H -2.424 -4.925 0.338 0.35
H -0.787 -5.582 0.319 0.42
H -1.080 -3.909 -0.190 0.31
O -0.475 -0.385 7.997 -0.78
P -1.886 -0.183 7.635 1.20
O -2.339 1.299 8.087 -0.34
C -1.565 2.426 7.685 -0.35
C -1.785 2.776 6.224 -0.86
O -2.737 -1.049 8.694 -0.39
C -2.102 -1.917 9.633 -0.29
C -1.844 -1.212 10.948 -1.03
O -2.955 -0.451 6.472 -0.40
C -2.571 -0.649 5.092 0.21
C -1.254 -1.414 4.909 -1.00
H -0.506 2.247 7.883 0.28
H -1.882 3.255 8.316 0.34
H -1.356 2.010 5.572 0.15
H -1.309 3.727 5.981 0.43
H -2.851 2.847 6.003 0.26
H -1.182 -2.329 9.219 0.32
H -2.785 -2.753 9.790 0.33
H -1.322 -0.267 10.795 0.28
H -1.245 -1.838 11.610 0.36
H -2.787 -0.983 11.447 0.28
H -2.515 0.322 4.591 0.07
H -3.381 -1.201 4.628 0.03
H -0.413 -0.835 5.303 0.56
H -1.065 -1.605 3.849 0.18
H -1.275 -2.367 5.441 0.31
```

---

No. 7
Computed, not measured: a molecular structure, C4H5N3O in a non-equilibrium geometry, with the ωB97M-V functional and the def2-TZVPD basis.

relative energy (zero: lowest compared OMol25 entry of this formula, charge and spin)	628.91	kJ/mol
frontier orbital gap	8.832	eV
HOMO	-0.355	hartree
maximum force	8.92	eV Å⁻¹

XYZ file:
```
13
Properties=species:S:1:pos:R:3:nbo_charge:R:1
C -0.125 1.028 0.033 0.43
C 0.059 -0.429 0.439 -0.55
C 1.314 -1.224 -0.209 0.41
C -1.161 -1.142 0.316 0.29
H -1.628 2.658 0.291 0.43
H -2.032 0.883 -0.896 0.44
H 1.564 1.489 0.418 0.35
H 0.298 -0.019 1.464 0.31
H 1.032 -2.460 -0.402 0.20
N -1.416 1.389 -0.066 -0.86
N 0.810 1.809 -0.190 -0.65
N -2.166 -1.473 -0.259 -0.30
O 2.455 -0.503 -0.092 -0.51
```

---

No. 8
Computed, not measured: a molecular structure, C36H42InN7OS2 in a non-equilibrium geometry, with the ωB97M-V functional and the def2-TZVPD basis.

relative energy (zero: lowest compared OMol25 entry of this formula, charge and spin)	0.00	kJ/mol
frontier orbital gap	5.926	eV
total charge	+2
HOMO	-0.491	hartree
maximum force	3.86	eV Å⁻¹

XYZ file:
```
89
Properties=species:S:1:pos:R:3:mulliken_charge:R:1
In 0.502 1.267 0.198 0.83
O 4.003 3.310 1.615 -0.76
C 3.119 2.553 1.122 0.19
N 1.882 2.327 1.608 -0.23
C 1.563 2.875 2.913 -1.05
C 0.176 3.354 2.995 0.85
C -0.058 4.435 3.859 -0.99
C -1.302 5.042 3.911 -0.51
C -2.228 4.732 2.896 -0.68
C -1.934 3.624 2.096 -0.43
N -0.824 2.861 2.263 0.00
C 3.478 1.711 -0.040 0.52
C 4.765 1.742 -0.539 -0.58
C 5.154 0.891 -1.580 -0.48
C 4.168 0.045 -2.134 -0.85
C 2.870 0.112 -1.651 0.28
N 2.575 0.889 -0.623 0.02
H 1.751 2.032 3.605 0.22
H 2.288 3.687 3.098 0.55
H 0.749 4.724 4.537 0.47
H -1.511 5.783 4.648 0.46
H -3.121 5.284 2.697 0.51
H -2.687 3.150 1.455 0.46
H 5.367 2.536 -0.116 0.53
H 6.130 0.860 -2.005 0.49
H 4.404 -0.636 -2.941 0.46
H 2.100 -0.633 -1.969 0.25
S -0.420 -0.370 1.926 -0.30
C -0.118 -1.885 1.119 0.63
N 0.367 -2.933 1.832 0.38
C 1.201 -3.963 1.177 -0.74
C 0.612 -4.344 -0.186 -0.62
N 0.256 -3.073 -0.949 0.11
C 0.285 -3.221 -2.434 -1.06
C -0.735 -4.194 -2.942 0.14
C -2.105 -3.881 -2.862 -0.24
C -3.059 -4.882 -3.015 -0.58
C -2.697 -6.185 -3.362 -0.52
C -1.378 -6.447 -3.642 -0.44
C -0.385 -5.432 -3.488 -0.41
C -0.187 -1.965 -0.325 0.22
S -0.841 -0.670 -1.291 -0.15
C 0.155 -3.054 3.275 -1.10
C -0.560 -4.333 3.713 0.38
C 0.167 -5.353 4.325 -0.18
C -0.420 -6.526 4.770 -0.76
C -1.817 -6.668 4.688 -0.37
C -2.590 -5.620 4.114 -0.66
C -1.949 -4.500 3.595 -0.26
H 1.240 -4.879 1.732 0.42
H 2.219 -3.611 1.032 0.29
H -0.282 -4.992 -0.120 0.35
H 1.389 -4.884 -0.748 0.44
H 1.324 -3.469 -2.749 0.49
H 0.005 -2.199 -2.722 0.51
H -2.366 -2.841 -2.628 0.38
H -4.104 -4.670 -2.912 0.43
H -3.463 -6.939 -3.370 0.44
H -1.049 -7.437 -4.041 0.35
H 0.647 -5.690 -3.664 0.40
H -0.420 -2.183 3.593 0.46
H 1.140 -3.027 3.765 0.47
H 1.243 -5.245 4.520 0.35
H 0.149 -7.300 5.223 0.44
H -2.311 -7.566 5.081 0.37
H -3.674 -5.615 4.122 0.40
H -2.520 -3.724 3.090 0.38
C -1.347 5.992 -4.263 -1.02
C -1.947 5.017 -3.267 -0.84
N -1.069 4.721 -2.117 0.32
C -1.041 5.731 -1.076 -0.80
C 0.380 6.175 -0.634 -1.01
C -0.459 3.542 -1.961 1.39
C -0.250 2.661 -3.164 -1.48
N -0.011 3.136 -0.790 -0.09
H -1.998 5.945 -5.182 0.38
H -0.314 5.724 -4.602 0.26
H -1.307 6.965 -3.780 0.34
H -2.230 4.079 -3.775 0.45
H -2.804 5.512 -2.744 0.47
H -1.650 5.419 -0.195 0.22
H -1.580 6.581 -1.491 0.62
H 0.867 5.487 0.062 0.25
H 0.346 7.162 -0.180 0.41
H 0.978 6.301 -1.525 0.35
H 0.485 1.831 -2.928 0.07
H 0.092 3.224 -4.067 0.37
H -1.225 2.170 -3.408 0.38
H -0.245 3.837 -0.076 -0.44
```